# 1
Here is a 4-piece molecular cluster, C27H67N5O11P2S overall in a non-equilibrium geometry from OMol25. Energies are from ωB97M-V/def2-TZVPD.

Output
- energy above the lowest of the compared OMol25 structures with the same formula, charge and spin (kJ/mol) = 0.0
- highest occupied orbital energy (eV) = -8.33
- energy (Eh) = -3251.19086
- structure (SMILES) = CCOP(=O)(CCCOC(=O)N(CN)[PH2]=S)OCC.COCCNCCOC.COCCNCCOC.COCCNCCOC

Structure (ORCA input):
```
! wB97M-V def2-TZVPD RIJCOSX def2/J DEFGRID3
* xyz 0 1
H 4.4422 -0.8191 2.0546
H -2.4320 3.7409 -0.9947
H -4.9069 -0.9214 0.9713
H -0.3780 2.9903 7.4679
O 2.2177 2.8633 3.6832
N 4.4608 -1.8118 2.2430
O 2.9757 -0.9777 -0.4030
H -4.6020 1.4677 -1.8164
H 7.1317 0.8768 3.5199
H -5.7679 2.7636 1.5331
N -2.9285 -5.0878 -5.3731
C 1.1511 4.2925 8.1929
H -2.1847 -5.7692 -5.4337
H 1.2711 2.5569 6.9841
P -2.4969 3.7358 0.3980
S -0.8044 3.1940 1.1577
O -0.2438 -4.2813 -3.9319
C -2.9931 -4.3460 -6.6255
H 5.8631 -3.3555 2.2598
O -2.2550 -0.4652 -3.6714
H -0.0826 0.1357 0.6275
H 7.8347 -1.9904 2.2235
O 2.4896 4.6680 7.8931
C -0.8876 -0.8022 -1.1224
H -3.1604 -4.6842 -8.7209
H -0.2026 3.9594 3.8952
H -2.4717 -7.8016 -8.2808
H -2.7546 -4.9225 -3.3230
H 0.8134 2.6320 -4.2430
H -5.3711 3.7434 -0.7091
H 6.8022 1.7809 2.0320
C 0.0155 3.2892 4.7268
H -0.9119 2.7512 4.9460
H -1.5981 -1.5935 -1.3165
C -0.4967 -0.8197 0.3358
C -5.0106 3.4840 1.2393
H 1.3896 -4.9123 -4.9581
C -4.6461 -0.0685 0.3520
C -3.5468 1.5946 1.5505
O -2.2896 2.0331 -3.2278
H -6.4624 4.5225 0.2259
H 3.2480 2.5649 5.4708
H 3.7241 6.2293 7.5184
O -3.4511 1.6316 2.7600
H -5.4398 0.6607 0.4812
N -3.8494 2.7378 0.7336
H 0.5213 5.1735 8.3461
H -2.1524 -3.6490 -6.7390
H 6.7866 -1.3662 3.5013
H -3.9174 -3.7612 -6.6423
H 2.2111 6.2811 6.5978
C -0.9713 2.6047 -3.0909
C 4.1166 -0.1517 -0.5473
O 6.9396 -0.2234 1.7679
H -1.3639 -1.0241 0.9489
C 6.8842 -1.4858 2.4187
C -1.4021 -3.4731 -4.0917
C 3.2290 -2.2947 0.0461
H -1.4630 -2.8664 -3.1931
C 0.0653 1.9057 -3.9536
H 4.9996 -0.7244 -0.8411
H 0.5397 1.0895 -3.4263
H 4.1825 3.1653 4.0895
H -0.6547 2.6539 -2.0577
O -1.5371 0.4666 -1.3955
C 3.2237 3.2319 4.6051
H -2.8526 5.0459 0.7425
H 0.5912 1.7116 3.4381
H -3.7718 -6.0231 -7.7437
H 5.8955 -2.3866 0.7758
H -3.9136 -1.4143 -1.1276
C 1.0540 2.2834 4.2457
C 0.5757 3.3968 7.1182
C -4.5680 -0.5513 -1.0737
H 3.1037 4.2653 4.9434
H -5.5628 -0.9286 -1.2911
C 6.5681 0.8717 2.5824
H -4.7556 0.2613 -3.0578
C -2.9773 -5.2751 -7.8190
H -0.7246 -7.6652 -8.0164
H 4.0973 -2.7152 -0.4751
H -0.0238 -0.9441 -1.7576
C -2.7031 -4.2584 -4.1905
H -4.7628 4.1182 2.0840
H 3.8975 0.5750 -1.3301
P -2.4998 0.5601 -2.6444
H 5.4965 0.8709 2.8093
H 3.3207 -3.4999 1.8122
H 1.1778 3.7344 9.1331
H 0.2120 -1.6255 0.4801
H 2.2173 6.6787 8.3361
C 0.3200 -4.7811 -5.1276
O -3.4041 0.4448 0.8425
H 1.3267 1.5567 5.0212
H -1.0678 3.6240 -3.4430
C -4.2378 0.4959 -2.1378
O -1.7070 -5.8947 -7.9772
H -3.5357 -3.5536 -4.1009
H -0.0929 -5.7592 -5.3928
H 0.1832 -4.0886 -5.9620
C 2.6545 6.0332 7.5684
H 1.1775 4.6619 5.6585
H -1.2719 -2.7681 -4.9177
H -1.8327 -7.4962 -6.6443
H -0.4249 1.5183 -4.8360
H 2.3660 -2.8857 -0.2733
C 5.7649 -2.3397 1.8656
C 3.3296 -2.4343 1.5616
C -1.6963 -7.2819 -7.7100
N -5.4833 4.3057 0.1225
N 0.3484 4.1281 5.8795
H 2.4227 -2.0020 1.9919
H 4.3278 0.4076 0.3680
*
```

=====

# 2
Here is a 6-piece molecular cluster, C27H68BN7O3 overall in a non-equilibrium geometry from OMol25. Energies are from ωB97M-V/def2-TZVPD.

Output
- energy above the lowest of the compared OMol25 structures with the same formula, charge and spin (kJ/mol) = 0.0
- highest occupied orbital energy (eV) = -19.02
- energy (Eh) = -1701.94155

Structure (ORCA input):
```
! wB97M-V def2-TZVPD RIJCOSX def2/J DEFGRID3
* xyz 4 1
H 3.8268 0.9209 2.9980
H -1.9475 0.2793 -0.0459
H 0.0022 6.9696 2.2953
H -3.8278 -3.2547 3.7680
H 1.6823 3.9558 3.0045
H -0.1160 0.8264 0.0047
C -1.7612 1.4600 -3.0526
H 2.7480 -4.4326 1.5712
H -3.1519 -3.4743 -1.2877
N -3.7100 -2.2052 1.9268
O -4.9984 -3.5824 -0.5239
N 3.2070 0.8886 -0.2009
H 6.9420 -2.2162 0.5151
H -5.2055 -0.8031 1.4353
H 3.8644 2.0526 -1.8080
H 0.5488 -0.7318 -4.1160
H -5.3996 -4.1945 0.1026
H -1.1032 2.3102 -3.2435
H -3.3995 -1.4347 -0.1125
H -1.9292 -1.4323 2.9577
H 1.2842 0.3920 4.1947
H 1.1384 -1.6171 1.8986
H -4.0850 -4.2451 2.2694
H 0.0133 -4.1560 -1.3181
C -3.5021 -3.4648 2.7544
H -0.6610 -0.6332 1.0397
H -0.6526 -0.7811 -0.7910
H 1.5138 6.5248 0.7157
C 4.4728 -2.9946 1.2708
H 0.4023 0.0903 -2.5270
O -1.4223 2.6153 1.0240
C 0.2628 0.1837 -3.6017
H -4.9631 1.1075 -2.9496
H -0.7656 -0.0277 -5.9369
N 3.2754 -3.8247 -0.3812
B -0.8567 -0.0479 0.0744
H 0.7839 -3.1886 -0.0090
C -5.1656 -1.7674 1.9338
C 3.4307 -3.8259 0.9994
H 2.7026 0.8236 -2.2742
H -0.7865 5.7641 0.2143
H -0.5267 5.7845 3.4976
H -2.1158 -2.4831 0.6244
C 2.2231 -4.5563 -1.0888
H -3.4194 2.4321 -4.1296
C 1.6295 5.4444 0.7875
C 0.9320 -3.6975 -0.9656
H -3.2901 2.7281 -2.4804
C -3.2152 1.8994 -3.1959
H -2.9238 -0.9812 -3.8040
N 0.4833 5.0541 1.7092
H 0.3276 -1.0886 4.0803
H 2.5902 5.2301 1.2489
C 3.9493 1.4184 0.8565
C -2.9163 -1.1156 2.6284
H 0.0217 0.2432 2.9621
H -0.0101 3.4755 2.9423
O -4.0461 0.8100 -2.8884
C -0.9656 3.6092 0.1213
H -1.3238 1.7270 0.5675
H 4.5728 -3.0323 -1.9581
H 1.5070 4.9254 -0.1575
C 6.2042 -1.7694 -0.1488
N 2.4234 -0.0088 1.6765
H 2.4659 -1.6711 2.9530
C -3.5845 -3.5635 -0.2906
H -1.2329 -1.6902 -4.1957
H -5.3960 -1.5400 2.9764
H -1.7183 3.8972 -0.6158
C 3.5244 1.0424 -1.5950
H -1.7570 -1.3517 -2.5671
H -2.4553 -3.7460 2.6662
H 4.9141 -2.8122 2.2377
N -1.2000 0.3156 -3.8910
H 6.1134 -0.7067 0.0713
H -3.4517 -0.8346 3.5351
H 0.7426 1.0631 -4.0275
H 1.1831 2.9726 1.6214
H -1.5027 1.1271 -2.0420
C 1.7412 -0.9702 2.5389
C 4.3011 -3.1093 -0.9174
C -3.1860 -2.3120 0.4888
C 3.4298 0.8824 1.9951
H 1.1826 -2.7916 -1.5308
H -0.0175 3.3641 -0.3646
H 2.4320 -4.6321 -2.1538
H 4.2633 0.2702 -1.8175
C -1.4331 0.6026 -5.3551
H 2.1283 -5.5719 -0.7102
C 0.8551 3.7210 2.3332
C 0.8014 -0.2956 3.5001
C 2.3465 0.0137 0.3463
N 4.9442 -2.4828 0.0910
H -5.8232 -2.5767 1.6413
C -1.8586 -1.0268 -3.6020
H 1.6196 -0.5369 -0.2320
H 6.5331 -1.8678 -1.1804
H 4.7554 2.0900 0.6081
H -1.6101 5.0979 1.6316
H -2.7343 -0.2172 2.0451
H 1.2498 6.2330 3.3074
C 0.2858 6.0653 2.8344
C -0.8020 4.9343 0.9222
H -3.2142 -4.4670 0.1958
H -2.4965 0.5679 -5.5735
H -1.1417 1.6360 -5.5522
*
```

=====

# 3
Here is a 6-piece molecular cluster, C27H69BrClN7O10P overall in a non-equilibrium geometry from OMol25. Energies are from ωB97M-V/def2-TZVPD.

Output
- energy above the lowest of the compared OMol25 structures with the same formula, charge and spin (kJ/mol) = 599.2
- highest occupied orbital energy (eV) = -4.91
- energy (Eh) = -5581.08542

Structure (ORCA input):
```
! wB97M-V def2-TZVPD RIJCOSX def2/J DEFGRID3
* xyz -1 1
C -1.0599 3.8169 -3.7069
H -7.1928 0.7951 -1.6827
H 1.9579 -8.3956 4.5340
H 2.2172 -1.5807 -2.2169
H 5.8464 -8.0044 6.2548
C 2.5951 -8.8689 5.2909
H -2.5817 3.6066 -1.2328
H 3.9312 -11.3022 6.1102
N 1.3283 3.8106 -0.8904
H 4.4574 -8.4701 7.2445
H 5.3136 -9.6785 6.2709
O 2.1473 -8.0923 1.0547
H 1.3568 1.7927 -2.8269
H 3.8195 -2.1859 0.3904
C -1.6994 3.4535 1.9691
H -5.2827 1.7016 -2.7621
H 0.3051 3.8758 -0.9012
C 0.5209 -0.7773 -1.1703
H 2.4360 5.8985 -2.3659
H 2.6245 -10.6138 7.1318
H -6.3219 1.1276 -4.0544
H 1.0782 11.3537 -0.7095
N -5.6694 -0.5085 -1.0922
Cl 4.0232 -6.1248 1.9930
H 4.8138 -5.8604 -0.5218
C 1.6698 5.2611 -2.8216
H 0.4853 -0.0938 -0.1949
H -1.1193 4.7279 -3.1103
H 0.0740 -4.6445 0.6894
H -5.1159 -1.8703 -4.1905
H 3.0956 9.2654 -3.1667
H 2.8451 3.5677 -2.3078
H -4.6990 3.7025 0.2175
H 2.6362 -0.5580 -0.8784
H -1.3434 2.4196 1.9544
O -4.5652 0.0579 -3.6989
H -0.1466 -1.9691 1.6610
O -4.1863 1.8202 0.7541
H -2.7257 0.7959 1.7937
H -0.1665 -0.3462 -2.0154
C 0.1470 9.4368 -0.1784
N 4.6444 -8.8040 3.8717
H 2.1732 -8.5919 6.2644
H -4.3269 0.0659 1.7908
C 2.7615 -5.6794 0.6544
H -6.8556 -1.9609 -2.9502
H 3.3198 -6.4145 -1.5256
H -7.9314 -0.7188 -3.6145
C 0.8443 10.7491 0.1712
O 4.4443 -2.4778 1.1421
Br 2.5826 -2.4343 3.7704
C 1.7821 3.8350 -2.2887
H 4.0752 -8.4915 3.0837
H -5.1570 0.2532 -0.6451
C -4.0618 3.2292 0.9744
O -0.3914 2.8003 -2.9777
O 3.6116 -4.2418 -1.2936
H -2.7003 4.8705 0.7429
H 1.8194 5.2885 -3.9065
H 1.5050 2.8814 -0.5056
O 3.1450 -4.3386 -2.5255
H 0.5004 -3.1526 -1.3628
N 2.3105 -4.3118 0.9426
H 2.3300 -12.0322 6.1073
H 0.2011 11.3620 0.8128
H -8.1784 -1.3370 -1.9767
C 3.6789 -5.6153 -0.7437
C 4.0305 -8.3199 5.1169
C 4.9575 -8.6446 6.2856
C -5.6954 0.7937 -3.2186
H 0.7036 5.7227 -2.5997
H -4.4837 3.5063 1.9480
H -2.1195 2.2744 -0.4605
C 0.5757 -2.4561 0.8670
C 0.0321 -2.3034 -0.6945
H 3.9567 -7.2276 5.0594
H 1.7768 10.5660 0.7163
N 1.9572 -0.7435 -1.6497
H -0.5828 4.0183 -4.6703
H -2.1995 3.6281 2.9281
C 2.8652 -11.0798 6.1721
H -0.5285 9.8971 -2.0331
N -2.0125 3.2941 -0.4448
H -2.0852 3.4825 -3.8929
H 0.5657 7.3963 -0.7284
P 3.5027 -3.6450 2.0949
O 2.4706 -10.2779 5.0706
H 1.2938 2.8748 -4.2070
H 1.5898 -1.8356 0.9226
O 0.4714 -7.0092 -0.2320
H 4.5375 -9.8237 3.8560
C -6.5279 0.0556 -2.1442
H -1.4798 8.8538 -1.2641
C 2.5602 9.5039 -2.2424
O 1.5123 8.5608 -2.0857
C 1.7440 -6.9113 0.5032
H -5.6937 -0.6097 -5.3316
H -0.8105 4.0937 1.9384
C -2.6264 3.7782 0.8005
H -0.2872 9.0466 0.7496
H -4.9348 -1.0519 -1.5576
H 2.1458 -4.4768 -2.4116
H -1.1363 -2.3221 -0.6322
N -0.9505 9.7144 -1.1166
C 1.0302 2.7900 -3.1459
C -4.8770 -0.9228 -4.6751
C 1.1025 8.3529 -0.7299
C -3.7917 1.0183 1.8557
H 0.6048 -4.1265 2.4171
H 3.2729 9.4737 -1.4135
H 2.1470 10.5068 -2.3568
H 1.9750 8.2165 -0.0797
H -3.9852 -1.0868 -5.2880
H -4.0324 1.4844 2.8153
C -7.4139 -1.0522 -2.7083
C 0.8973 -4.0522 1.2671
*
```

=====

# 4
Here is a 14-piece molecular cluster, C27H70FIN27O16S overall in a non-equilibrium geometry from OMol25. Energies are from ωB97M-V/def2-TZVPD.

Output
- highest occupied orbital energy (eV) = -9.82
- energy (Eh) = -4548.55864

Structure (ORCA input):
```
! wB97M-V def2-TZVPD RIJCOSX def2/J DEFGRID3
* xyz 1 1
H 2.1914 7.0338 3.2448
H 0.0843 -0.8839 -6.7820
H 0.8579 4.8834 7.6544
O 0.1156 0.2449 3.8384
H -8.2981 -8.0730 4.5110
H 0.4423 12.3700 10.0718
H -10.4202 -5.5499 5.6932
H -4.6387 2.1194 -10.6111
C -9.7826 -6.6637 4.1358
O -0.6162 0.4827 -4.8486
O 3.1381 10.0023 9.4255
N 4.8066 -1.1817 -7.0230
H 1.8088 11.0466 13.0126
H 6.5349 -0.6642 -1.4888
O 4.3778 7.2368 2.1158
H 2.0729 1.0963 -1.0739
O 0.0883 12.8084 13.1920
H 0.6544 -0.6163 3.7325
H 0.8520 0.0007 -3.3045
N 1.4622 11.3788 12.1221
H 5.2431 -7.7572 -5.2826
O 2.6951 -1.5667 -7.7084
H -4.8743 -1.0379 -9.1138
O 0.3106 2.8293 3.0574
N -5.3707 -3.0005 -7.5799
C 0.5217 12.3402 12.1512
H -3.2610 -1.0136 -5.7533
N 9.5394 -4.2628 1.2301
H 3.8908 1.0435 -6.3631
O 2.2050 1.1203 2.5021
C -0.2212 0.8436 1.0302
N 3.2235 0.4177 -6.7815
H 0.5391 2.8717 0.1942
H 5.8135 -2.4046 -1.4261
C 2.5420 4.5173 6.6047
N 0.0975 12.7436 10.9399
H 5.0735 -2.1090 -7.3269
N -2.6487 -0.4118 -5.2290
C 0.0229 1.8830 -0.2144
N 2.7469 8.1504 8.2035
H -3.6636 -2.4590 0.6385
N -4.5786 -2.0286 0.6061
C 0.9527 1.2981 -1.4330
O 7.9333 -2.7766 0.6938
H -8.8820 -7.9585 2.8772
H -4.3219 -5.7827 -0.1513
H 3.9667 3.8872 5.3220
H -0.8395 0.1475 -2.4830
H -1.7985 -1.5028 -1.2824
H 8.0304 -2.1684 3.0849
O 3.2662 5.2538 7.2553
H 3.4581 -7.1851 -3.9433
H -1.3756 0.8891 1.2877
C -2.2076 -4.2597 0.0541
H 3.9417 -2.0010 -2.6481
N 0.5245 -1.3241 -1.5936
H 9.2692 -3.3084 3.5197
N -7.6662 -4.7991 0.9710
N 1.2337 4.3594 6.8749
C -3.3717 -5.0850 0.0161
H -5.2224 -2.1927 1.3616
H -6.7781 -4.8098 0.4869
C 5.3787 -6.4254 -3.6892
H 2.2672 0.7262 -6.8986
N 2.9874 3.7974 5.5592
N -6.0861 -0.7150 -0.4542
N -8.9111 -7.6443 3.8384
H -9.1813 -6.6899 6.1279
N 4.7882 8.4998 9.1164
H -3.0245 0.1123 -4.4496
O -10.5172 -6.1581 3.3021
N -9.7788 -6.2855 5.4269
C -8.0587 -3.6284 1.5051
N 4.1032 5.0469 1.6633
H 1.0528 2.1851 -2.2256
C -0.7585 -2.0369 -1.1165
H 2.4064 3.1854 5.0113
H 3.0535 7.2813 7.8000
H 5.1314 7.6370 8.7292
H -5.9560 1.8257 -11.7073
C 4.2623 -0.7011 -0.8030
H 0.1400 -0.2517 0.8302
C 3.5222 -0.8244 -7.2032
H -5.7465 -2.4764 -6.8005
H -6.7569 -0.8556 0.2822
H -4.1979 -4.1744 -9.4435
C 0.6428 -4.2945 -0.1563
H 1.8315 10.9807 11.2751
S 0.6590 1.3723 2.6392
H -1.4760 -1.5857 -7.0926
C 2.0098 -3.4994 -0.7005
H 6.2791 -1.4563 0.2046
C 8.6679 -3.2822 1.5276
H -9.8095 -4.5020 2.2140
N 5.8241 -7.1452 -4.7348
N 4.0704 -6.5833 -3.4190
H 5.5022 -0.5844 -6.6091
N -4.7449 -0.1104 -9.4962
H 9.5686 -4.5770 0.2690
H 0.6750 -5.3476 0.3785
C 3.2832 -1.2454 -2.0000
C -5.5721 0.2634 -10.4891
H -4.0175 0.4751 -9.1217
H -8.2016 -5.6489 1.0278
H -2.6376 -3.4726 -9.1329
H 3.5678 4.1971 1.7201
H 0.6214 3.7575 6.3506
F 3.6544 -0.9376 0.5586
C -1.3404 -0.2539 -5.4993
C 5.7979 -1.3570 -0.8584
H -9.5781 -2.8123 2.5525
H 3.0334 -0.3455 -2.7298
I 3.9119 -4.5670 -0.3596
H -0.6103 13.4660 10.9169
N -0.8950 -0.9737 -6.5448
O -4.0591 -1.0767 -1.3687
O -6.4483 -0.4648 -10.9277
H -5.9830 -3.6023 -8.1042
N 8.6717 -2.9040 2.8186
C -4.0623 -2.8426 -7.8502
N -5.3551 1.5050 -10.9594
H 10.1525 -4.6915 1.9028
C 0.3112 0.0293 -2.2493
O -7.3917 -2.6092 1.4235
H 6.8034 -7.0554 -4.9719
C 3.7108 6.2176 2.1974
N -3.6170 -3.5625 -8.8957
N -9.2458 -3.6724 2.1363
C 3.5325 8.9513 8.9458
O 6.1030 -5.6888 -3.0386
H 4.9914 5.0362 1.1791
H 1.9600 5.3440 2.9062
H 3.6946 -6.0592 -2.6396
C -4.8569 -1.2616 -0.4634
O -3.3381 -2.1060 -7.1995
H -1.0321 2.1766 -0.6600
C 1.9023 -2.0011 -1.4358
H -6.3361 -0.1304 -1.2411
H 1.7938 8.4534 8.0507
N 2.5237 6.1737 2.8286
C -0.7843 -3.5176 -0.4108
H 4.4178 0.4648 -1.0014
H 5.4125 9.0727 9.6690
*
```

=====

Question: Look up the highest occupied orbital energy of the third one.
Answer: -4.91 eV